{
  "formula": "C4H34O15",
  "method": "ωB97M-V/def2-TZVPD",
  "species": ["O", "O", "O", "O", "O", "O", "O", "O", "O", "O", "O", "O", "O", "O", "O", "C", "C", "C", "C", "H", "H", "H", "H", "H", "H", "H", "H", "H", "H", "H", "H", "H", "H", "H", "H", "H", "H", "H", "H", "H", "H", "H", "H", "H", "H", "H", "H", "H", "H", "H", "H", "H", "H"],
  "positions_angstrom": [[0.32652, -2.28152, 3.76599], [-2.05214, -1.86850, -2.51247], [2.05418, 4.07985, -2.26751], [-0.87712, 0.71887, 2.65801], [2.80770, 0.81047, 0.06961], [-0.05570, 2.49976, -1.75507], [-3.84137, -0.27059, 2.06807], [-1.22823, 4.69080, -0.42115], [0.34203, -2.23240, -3.33014], [-3.28011, 1.55547, -1.28834], [1.66549, 2.08702, 2.29368], [2.46535, -1.71045, -1.20390], [1.84664, -0.19444, 3.96995], [2.63285, -1.83308, 1.91975], [-1.95648, 1.99769, -3.96227], [-0.59345, -2.14308, -0.63449], [0.72276, -3.65825, 0.71745], [-0.18160, -2.69113, 0.61269], [-1.66455, -2.46507, -1.35904], [2.80878, -2.46333, -0.70688], [2.95228, -2.17248, 1.05730], [1.90492, 1.21308, 2.77361], [2.23331, 2.75802, 2.70664], [0.51059, -2.88705, 3.09653], [0.49150, -3.18178, -3.39701], [0.25968, -1.48624, -0.75398], [2.42889, 3.18847, -2.35082], [-1.28319, -1.46551, -3.07821], [1.27247, -3.89081, 1.59853], [-3.79293, -1.14874, 2.51225], [2.26205, -1.09805, 1.55442], [-0.21010, 3.24795, -2.39076], [0.96161, -0.38400, 4.25999], [1.08411, -4.20664, -0.23456], [1.89432, 1.08445, 0.36886], [1.03512, -2.05311, -2.77511], [-0.68312, -2.42161, 1.53852], [-2.50476, -3.08998, -1.10337], [-1.20658, 2.40417, -4.40220], [1.34599, 4.13734, -1.61824], [3.23481, 1.55210, -0.18682], [2.16243, -1.09241, 3.85275], [-3.51877, 1.53073, -2.28820], [-2.18240, 2.73232, -3.45284], [-3.50294, 0.71825, -0.91775], [-0.84990, 2.00167, -1.98679], [-1.03520, 0.86415, 1.73046], [-2.09904, 4.30334, -0.72650], [-0.23365, 1.37298, 2.96766], [-3.51126, 0.39907, 2.65530], [-0.70717, 4.10940, 0.08442], [2.50706, -0.90402, -0.59452], [-0.52467, -2.31819, 4.15391]],
  "forces_ev_per_a": [[1.08, 1.86, 1.81], [1.13, 1.10, -1.81], [0.71, 0.54, -0.53], [-0.18, -0.27, 0.96], [-3.79, -3.96, 1.54], [-0.73, 0.78, -1.34], [-0.45, -1.46, -0.42], [-2.37, 1.70, -1.74], [-1.42, -1.27, -2.63], [-0.11, 1.52, -3.01], [0.46, -1.22, 1.11], [0.16, 1.06, 0.88], [0.76, 0.78, 0.17], [2.28, -3.28, -0.04], [0.76, -1.15, -1.15], [-0.36, -0.04, -0.10], [0.73, -0.81, -2.43], [-0.73, -2.64, 2.08], [-0.01, 1.81, -0.67], [-0.15, 0.13, -0.32], [0.23, -0.54, 1.25], [-0.37, 1.50, -0.59], [-0.25, -0.35, -0.20], [-0.14, -1.64, -1.53], [-0.69, -0.20, -0.46], [-0.69, 0.73, -1.80], [-0.81, 0.37, 0.47], [-1.57, -1.35, 1.97], [-0.15, -0.54, 0.75], [0.09, 1.31, -0.31], [-2.08, 3.90, -0.64], [0.79, -0.69, 1.06], [-0.74, 0.09, 0.00], [-0.39, 1.10, 1.53], [1.63, 0.10, -0.33], [2.94, 1.62, 2.52], [0.27, 0.84, -0.01], [0.39, -0.58, 0.82], [0.45, -0.57, -0.72], [0.36, -0.63, 0.07], [2.06, 3.73, -1.22], [0.39, -0.12, -0.28], [0.53, -0.46, 2.79], [-1.35, 1.85, 1.66], [-0.33, -1.13, 0.25], [-0.08, -0.74, 0.51], [0.06, 0.26, -0.46], [1.89, 0.11, 1.06], [-0.08, 0.04, -0.57], [0.43, 0.16, 0.62], [0.35, -1.67, 0.76], [0.32, -1.05, -1.32], [-1.25, -0.68, 0.02]],
  "homo_lumo_gap_ha": 0.3149,
  "e_above_lowest_kj_mol": 373.41,
  "lumo_energy_ev": 0.06,
  "charge": 0
}

=====

{
  "formula": "C4H6N2",
  "method": "ωB97M-V/def2-TZVPD",
  "species": ["N", "N", "C", "C", "C", "C", "H", "H", "H", "H", "H", "H"],
  "positions_angstrom": [[0.51714, 1.34982, 0.16121], [2.25458, -0.25436, -0.12840], [0.96958, 0.06461, -0.04830], [-0.14364, -1.02165, 0.12663], [-1.49666, -0.43646, 0.06302], [-2.51595, 0.16917, -0.11535], [-3.49040, 0.59666, -0.36785], [-0.43438, 1.54238, -0.07654], [0.10718, -1.48954, 1.17426], [2.42155, -1.24207, -0.27705], [1.13979, 2.08752, -0.11672], [-0.02563, -1.81721, -0.72167]],
  "forces_ev_per_a": [[0.95, -0.41, -0.40], [-2.93, 1.70, -0.25], [2.13, -1.41, 0.59], [0.83, -0.98, 0.15], [0.61, -0.36, -0.08], [-1.20, 0.11, -0.39], [0.99, -0.32, 0.42], [-0.42, -0.16, 0.03], [-0.77, 0.65, -2.07], [-0.40, -0.15, 0.18], [0.37, -0.01, 0.09], [-0.17, 1.33, 1.73]],
  "homo_lumo_gap_ha": 0.3709,
  "e_above_lowest_kj_mol": 227.59,
  "smiles": "[H]/N=C(/N)CC#C",
  "lumo_energy_ev": 0.90,
  "charge": 0
}

=====

{
  "formula": "C6H12O",
  "method": "ωB97M-V/def2-TZVPD",
  "species": ["O", "C", "C", "C", "C", "C", "C", "H", "H", "H", "H", "H", "H", "H", "H", "H", "H", "H", "H"],
  "positions_angstrom": [[-1.09577, -1.11627, -3.73171], [1.55291, 0.63863, -1.15785], [-0.08033, 0.00708, 2.20987], [0.11090, 0.75914, 0.91828], [1.31758, 0.53449, 0.20684], [-1.00085, 1.35304, 0.34059], [-0.48253, -1.45979, 2.00618], [2.11531, -0.00932, 0.72067], [-0.86979, 2.06545, -0.46248], [-2.00143, 1.29910, 0.73100], [-0.37274, -1.75842, -3.71875], [-0.77231, 0.52316, 2.87536], [-0.67596, -0.25195, -3.70633], [0.85767, -0.00078, 2.77398], [2.36156, 0.08033, -1.61608], [-1.05251, -1.55544, 1.08387], [0.96284, 1.24847, -1.82657], [-1.21216, -1.79763, 2.74906], [0.33802, -2.17458, 1.94932]],
  "forces_ev_per_a": [[-0.07, -0.40, -0.42], [0.12, 0.33, -0.13], [0.81, -0.24, 0.32], [-0.34, -0.05, -0.35], [0.17, -0.68, -0.15], [0.40, 0.58, -0.05], [-1.05, -0.11, -0.22], [-0.24, -0.01, 0.30], [-0.02, -0.20, -0.37], [-0.17, -0.03, 0.49], [-0.12, 0.37, 0.18], [-0.37, -0.01, -0.14], [0.16, 0.01, 0.34], [0.17, 0.12, -0.02], [0.28, 0.26, 0.10], [0.14, 0.09, -0.33], [-0.31, -0.09, -0.04], [0.30, -0.09, 0.40], [0.14, 0.16, 0.10]],
  "homo_lumo_gap_ha": [0.1531, 0.2382],
  "multiplicity": 2,
  "e_above_lowest_kj_mol": 86.29,
  "lumo_energy_ev": [4.09, 3.93],
  "charge": -1
}

=====

{
  "formula": "C3H4GaO3",
  "method": "ωB97M-V/def2-TZVPD",
  "species": ["Ga", "O", "O", "O", "C", "C", "C", "H", "H", "H", "H"],
  "positions_angstrom": [[-0.14371, -2.04350, -1.36030], [-0.31752, -2.09590, 0.51575], [0.38833, -0.31133, 1.77280], [-0.09629, -0.17971, -1.47680], [-0.27122, -0.94605, 0.89181], [-0.41444, 0.35948, -0.21511], [0.59205, 0.99940, 0.68457], [0.45021, 1.82984, 1.37694], [1.56846, 1.17960, 0.22711], [-1.41188, 0.81214, -0.20352], [-0.34398, 0.39604, -2.21324]],
  "forces_ev_per_a": [[-0.33, -1.16, 0.06], [-0.40, -3.88, -0.88], [-0.06, -0.06, -1.38], [0.80, 0.16, 0.17], [1.89, 6.50, -0.56], [-2.03, -0.94, 2.77], [0.89, -0.25, 1.15], [-1.08, 0.28, -0.27], [0.67, -1.02, 0.50], [-0.13, -0.12, -0.24], [-0.22, 0.48, -1.32]],
  "homo_lumo_gap_ha": [0.2118, 0.2120],
  "e_above_lowest_kj_mol": 124.70,
  "lumo_energy_ev": [-20.84, -20.84],
  "charge": 3
}

=====

{
  "formula": "C14H21N3O4S",
  "method": "ωB97M-V/def2-TZVPD",
  "species": ["S", "O", "O", "O", "O", "N", "N", "N", "C", "C", "C", "C", "C", "C", "C", "C", "C", "C", "C", "C", "C", "C", "H", "H", "H", "H", "H", "H", "H", "H", "H", "H", "H", "H", "H", "H", "H", "H", "H", "H", "H", "H", "H"],
  "positions_angstrom": [[0.97292, 2.03968, -1.62837], [2.17210, 1.33706, -1.29401], [0.05956, -1.94393, -4.68730], [0.94855, 2.86005, -2.79833], [-2.01239, -2.48768, -4.60536], [0.27138, 2.47979, 0.89284], [-1.04346, -1.88936, -4.19190], [0.53061, 3.04548, -0.36530], [-3.30661, -2.25350, -2.26134], [0.86692, 1.53167, 2.95106], [-0.03789, -2.14200, 2.76094], [1.13067, -1.14721, 0.79375], [-0.24203, -0.04823, -2.85058], [2.69542, 2.32256, 1.34132], [-0.33753, 0.80785, -1.77804], [1.24634, 2.14160, 1.63620], [1.19921, 0.03521, 3.03801], [-2.31448, -0.31617, -1.04967], [-1.37379, 0.68257, -0.87087], [-1.20318, -1.03890, -3.03235], [-2.26360, -1.19677, -2.12880], [0.36828, -0.83492, 2.07942], [-1.43190, 1.34313, -0.01914], [0.57182, 0.05270, -3.55193], [-0.27618, 3.58017, -0.66336], [-3.11507, -0.42106, -0.33299], [0.50731, -1.72648, 0.11469], [2.26170, -0.11661, 2.84495], [2.82864, 3.17630, 0.67879], [-0.20332, 1.67290, 3.10807], [3.25532, 2.46624, 2.26248], [3.09173, 1.45395, 0.81947], [-3.95796, -2.03365, -3.10607], [0.84513, -2.70039, 3.06401], [2.01988, -1.73307, 1.01770], [-2.86263, -3.22741, -2.45747], [1.43742, -0.24260, 0.27690], [-0.64316, -1.94781, 3.64365], [-0.61594, -2.76270, 2.07999], [1.00384, -0.27831, 4.06569], [1.40650, 2.05565, 3.74316], [-0.54328, -0.28743, 1.81711], [-3.90689, -2.30835, -1.35703]],
  "forces_ev_per_a": [[-0.41, -0.09, -0.18], [-0.10, 0.01, 0.17], [0.33, -0.07, -0.19], [-0.21, 0.09, 0.03], [-0.29, -0.15, -0.15], [-0.78, -0.16, 0.35], [0.16, -0.20, -0.31], [0.67, -0.20, -0.57], [-0.23, -0.17, -0.05], [0.00, -0.10, 0.08], [-0.08, 0.28, -0.13], [-0.23, 0.18, 0.12], [0.00, -0.29, -0.31], [0.10, 0.08, -0.15], [0.33, 0.40, 0.16], [0.23, 0.04, 0.10], [-0.27, 0.10, -0.06], [0.16, 0.01, -0.18], [-0.08, 0.08, 0.07], [0.04, 0.94, 1.00], [0.18, -0.03, -0.18], [0.18, -0.27, 0.06], [-0.05, 0.02, 0.07], [0.02, -0.09, -0.11], [-0.03, 0.04, -0.01], [-0.08, -0.03, 0.05], [-0.04, -0.07, -0.13], [0.12, -0.08, 0.07], [0.09, 0.00, -0.02], [0.02, 0.03, 0.00], [-0.01, 0.02, 0.07], [0.06, -0.02, 0.06], [-0.04, -0.06, 0.02], [0.11, -0.10, 0.06], [0.14, -0.08, 0.02], [-0.06, -0.03, 0.03], [0.10, 0.00, -0.07], [-0.06, -0.03, 0.13], [-0.06, -0.12, -0.05], [0.08, 0.01, 0.02], [0.00, 0.07, 0.01], [-0.02, 0.03, 0.01], [-0.01, 0.02, 0.08]],
  "homo_lumo_gap_ha": 0.3348,
  "e_above_lowest_kj_mol": 482.48,
  "smiles": "C/C(CCC(C)C)=N\\NS(=O)(=O)c1ccc(C)c([N+](=O)[O-])c1",
  "lumo_energy_ev": -0.60,
  "charge": 0
}

=====

{
  "formula": "C13H18N6O9RuS",
  "method": "ωB97M-V/def2-TZVPD",
  "species": ["Ru", "S", "O", "O", "O", "O", "O", "O", "O", "O", "O", "N", "N", "N", "N", "N", "N", "C", "C", "C", "C", "C", "C", "C", "C", "C", "C", "C", "C", "C", "H", "H", "H", "H", "H", "H", "H", "H", "H", "H", "H", "H", "H", "H", "H", "H", "H", "H"],
  "positions_angstrom": [[1.20069, 0.72307, 0.62497], [2.46949, -1.18678, 1.27313], [2.41654, 2.15145, -0.05053], [-4.32924, -2.65230, 3.11034], [-4.67444, -4.04619, -2.89016], [0.01102, -0.41035, -0.77775], [3.43882, 4.07224, 0.42373], [-5.61487, -3.80538, 1.81789], [-2.94637, -3.03479, -3.69138], [-0.31669, -0.45942, 1.35998], [-0.27994, 2.20816, 0.40431], [1.74293, 1.59472, 2.42730], [-3.69591, -3.34368, -2.79013], [4.01421, -0.94105, -0.90043], [2.97451, -0.24687, -1.51122], [-4.65022, -3.10992, 2.03505], [4.83878, -2.19073, 0.82981], [-0.58151, 2.83735, -0.61519], [-2.67933, -1.97942, 1.09045], [-1.66838, 3.85374, -0.52368], [3.86180, -1.43432, 0.32705], [0.07496, 2.63353, -1.93332], [-2.21293, -2.09224, -1.27785], [2.81669, 3.10127, 0.76419], [-0.68474, -0.81358, 0.19182], [-1.88746, -1.64870, -0.00208], [-3.34252, -2.86868, -1.43287], [-4.15823, -3.22040, -0.37467], [2.40952, 2.90966, 2.22627], [-3.79879, -2.75693, 0.87600], [3.30250, 2.99228, 2.84282], [-2.57226, 3.41851, -0.95979], [-1.86797, 4.11947, 0.51047], [-0.68149, 2.64328, -2.71920], [0.88108, 1.69121, 2.95936], [5.61292, -2.51130, 0.27122], [-1.60128, -1.84145, -2.13188], [4.90369, -1.04194, -1.37143], [3.17868, 0.74511, -1.58817], [-2.43204, -1.64202, 2.08611], [2.77199, -0.65251, -2.41555], [0.65784, 1.71995, -1.97307], [-5.03775, -3.83038, -0.51792], [4.74494, -2.55116, 1.76391], [2.33913, 0.95505, 2.94469], [-1.42243, 4.73537, -1.11439], [1.73922, 3.71862, 2.50830], [0.73483, 3.48849, -2.10652]],
  "forces_ev_per_a": [[-0.56, -0.55, 0.35], [0.03, 0.09, 0.29], [0.19, -0.21, -0.23], [0.04, -0.06, 0.02], [-0.09, 0.11, -0.03], [0.04, 0.12, -0.16], [-0.02, -0.03, 0.03], [0.02, -0.07, 0.01], [-0.06, 0.13, -0.05], [-0.04, 0.01, 0.03], [0.17, 0.07, -0.07], [0.09, 0.11, -0.11], [0.22, -0.34, 0.10], [0.04, 0.10, 0.03], [0.00, 0.20, -0.06], [-0.10, 0.16, -0.04], [0.00, 0.05, -0.10], [-0.07, 0.03, 0.08], [0.01, -0.01, -0.01], [-0.01, -0.02, 0.01], [-0.04, 0.04, -0.02], [-0.01, 0.02, -0.05], [-0.02, 0.02, 0.01], [0.09, 0.08, 0.05], [-0.03, -0.05, -0.11], [0.01, -0.06, -0.01], [-0.07, 0.09, -0.01], [0.00, 0.00, 0.00], [0.07, -0.06, -0.04], [0.04, -0.05, 0.00], [-0.03, 0.01, 0.02], [0.00, 0.00, -0.01], [0.00, 0.00, 0.00], [0.01, 0.01, 0.00], [0.04, 0.06, 0.05], [-0.01, -0.02, -0.01], [0.00, 0.00, 0.00], [-0.02, 0.05, -0.03], [0.19, 0.00, 0.03], [0.00, 0.00, 0.00], [-0.09, -0.06, 0.03], [-0.03, -0.02, 0.03], [0.00, 0.00, 0.00], [0.01, 0.02, 0.01], [0.02, 0.02, 0.00], [0.00, 0.01, 0.00], [-0.03, -0.01, -0.03], [0.02, -0.01, 0.00]],
  "homo_lumo_gap_ha": [0.3378, 0.2916],
  "multiplicity": 2,
  "e_above_lowest_kj_mol": 76.70,
  "lumo_energy_ev": [-3.17, -4.23],
  "charge": 1
}

=====

no.,F_max (hartree/bohr),calculated total energy (eV)
1,0.11075,-35408.6718
2,0.06608,-7223.2321
3,0.02096,-8461.9430
4,0.13207,-61650.2080
5,0.02669,-38350.4644
6,0.01675,-54548.9083